# 1
Formula: C36H32FIO23S
Source: OMol25
Level of theory: ωB97M-V with the def2-TZVPD basis set

The value obtained for the orbital gap is 7.61 eV. Its energy above the lowest of the compared OMol25 structures with the same formula, charge and spin is 4.6 kcal/mol. Its charge is 0. The value obtained for the HOMO energy is -9.3710 eV.

Last column: Löwdin charge in e.
Positions of all 94 atoms, in Å:
C 2.26438 -4.28745 3.29546  -0.02
C 1.32331 -4.80279 2.23898  -0.37
F 1.88954 -5.88445 1.58006  -0.01
C 0.99442 -3.77903 1.17559  -0.18
O 0.55902 -2.58494 1.85819  -0.30
S 0.37717 -1.31901 0.89176  0.94
O -0.05876 -0.28210 1.78226  -0.36
O 1.96322 -1.09294 0.63487  -0.41
C 2.23107 -0.25479 -0.49734  -0.33
C 3.56479 -0.61960 -1.13651  -0.67
C 3.41258 -1.88596 -1.97877  -0.17
I 5.00355 -1.04964 0.42417  1.12
H 3.09158 -3.73856 2.84634  0.09
H 1.73506 -3.62907 3.97667  0.09
H 2.68987 -5.11854 3.85250  0.09
H 0.40121 -5.15762 2.69966  0.15
H 0.18818 -4.12873 0.53203  0.13
H 1.88230 -3.58897 0.57501  0.11
H 2.23767 0.77899 -0.15624  0.12
H 1.44104 -0.39862 -1.23752  0.12
H 3.93085 0.22142 -1.71024  0.08
H 3.09953 -1.61515 -2.98524  0.07
H 4.32448 -2.47028 -2.02837  0.05
H 2.65094 -2.53307 -1.54743  0.07
C 1.08458 4.68042 3.20468  0.07
C 0.57183 5.77688 2.63217  -0.24
C -0.60113 5.71202 1.68900  -0.32
O -1.00852 6.76942 1.23635  0.09
C -1.16747 4.42009 1.38071  0.06
C -0.65909 3.31183 1.94747  -0.23
C 0.50187 3.37906 2.91405  -0.31
O 0.89541 2.33944 3.40154  0.12
O -1.12928 2.10348 1.70321  0.09
O 1.03663 7.00116 2.84056  0.11
H 1.92324 4.71745 3.88527  0.13
H -1.99677 4.38330 0.69286  0.11
H -0.59823 1.45005 2.21700  0.08
H 0.47423 7.59407 2.30584  0.12
C -5.51261 5.24348 1.04871  0.08
C -5.31748 3.95342 0.74391  -0.22
C -6.45798 3.02572 0.41447  -0.29
O -6.17393 1.87245 0.13330  0.09
C -7.80830 3.54388 0.44858  0.08
C -8.00699 4.83404 0.75593  -0.23
C -6.86425 5.77034 1.06578  -0.31
O -7.14771 6.92546 1.31663  0.11
O -9.20132 5.39588 0.81224  0.13
O -4.12119 3.38551 0.70486  0.11
H -4.70064 5.91749 1.28477  0.14
H -8.61973 2.86660 0.22188  0.14
H -9.05058 6.33125 1.05115  0.12
H -4.26309 2.45114 0.45825  0.13
C 3.18075 -2.17598 -6.42468  0.07
C 2.86980 -1.79888 -7.67326  -0.24
C 2.03063 -2.66003 -8.58527  -0.31
O 1.78945 -2.22141 -9.69337  0.11
C 1.56985 -3.94425 -8.09442  0.08
C 1.88381 -4.32178 -6.84738  -0.24
C 2.70223 -3.45041 -5.92817  -0.31
O 2.91897 -3.87362 -4.80705  0.10
O 1.50853 -5.47431 -6.31622  0.12
O 3.26140 -0.65668 -8.21069  0.12
H 3.78143 -1.56573 -5.76522  0.13
H 0.98192 -4.56056 -8.75934  0.14
H 1.86903 -5.48775 -5.40907  0.12
H 2.89342 -0.64134 -9.11572  0.12
C 10.21045 1.36822 1.43863  0.07
C 11.11134 1.02702 2.36848  -0.24
C 10.80163 0.02578 3.44933  -0.32
O 11.69027 -0.23253 4.24034  0.10
C 9.47852 -0.56371 3.48655  0.07
C 8.57084 -0.22489 2.55840  -0.23
C 8.88800 0.76441 1.46161  -0.32
O 8.01995 1.01355 0.65026  0.08
O 7.34879 -0.73444 2.54991  0.03
O 12.33690 1.52787 2.42303  0.11
H 10.42313 2.08500 0.65848  0.13
H 9.26344 -1.27061 4.27516  0.14
H 6.84045 -0.37953 1.78340  -0.08
H 12.76732 1.10298 3.18962  0.12
C -9.05484 -2.40802 -0.73369  0.07
C -9.83571 -3.13510 0.07684  -0.24
C -10.00027 -2.80958 1.54172  -0.32
O -10.74689 -3.52402 2.18567  0.10
C -9.26989 -1.68480 2.09032  0.07
C -8.48470 -0.95763 1.28119  -0.24
C -8.33897 -1.27083 -0.18692  -0.31
O -7.61332 -0.52711 -0.81489  0.11
O -7.77769 0.08631 1.67701  0.11
O -10.52802 -4.19017 -0.32468  0.11
H -8.93283 -2.63169 -1.78390  0.13
H -9.38454 -1.46884 3.14290  0.13
H -7.30029 0.42655 0.88363  0.08
H -11.00280 -4.51591 0.46438  0.12


# 2
Formula: C36H32N3O6PS3Ta
Source: OMol25
Level of theory: ωB97M-V with the def2-TZVPD basis set

The value obtained for the orbital gap (spin up / spin down) is 6.01 / 6.76 eV. Its energy above the lowest of the compared OMol25 structures with the same formula, charge and spin is 51.7 kcal/mol. Its multiplicity is 2. Its charge is 0. The value obtained for the HOMO energy (spin up / spin down) is -6.6989 / -7.5138 eV. The expectation value of S² is 0.758.

Last column: Löwdin charge in e.
Positions of all 82 atoms, in Å:
Ta -0.33357 -0.01619 -0.20185  1.30
O 0.14793 2.03302 -1.90500  -0.04
C -0.65468 2.82460 -2.35030  -0.13
C -2.08599 2.86055 -2.02268  -0.10
C -2.90234 3.78484 -2.66331  0.06
C -4.24235 3.79244 -2.37372  -0.13
C -4.79944 2.89822 -1.47126  0.03
C -3.99134 1.98512 -0.82526  0.04
C -2.62184 1.97651 -1.09216  -0.27
O -1.82012 1.13178 -0.46758  -0.31
N -5.12253 4.78365 -3.04448  -0.36
O -4.60023 5.56649 -3.80840  0.08
O -6.30639 4.73494 -2.78970  0.08
H -0.31647 3.58885 -3.07353  0.14
H -2.49594 4.48566 -3.38242  0.13
H -5.86438 2.92870 -1.28834  0.13
H -4.39896 1.26927 -0.12592  0.12
C -3.60304 -1.25370 2.63362  -0.08
C -3.24528 -2.54114 3.02060  -0.08
C -2.09502 -3.10404 2.49789  -0.04
C -1.31466 -2.38319 1.59531  -0.22
C -1.64314 -1.08944 1.19156  -0.32
C -2.81423 -0.54399 1.74073  -0.12
C -0.06457 -2.93364 1.05844  -0.25
C 0.14797 -4.33730 0.98494  0.01
C 1.29287 -4.81712 0.45037  0.01
C 2.31287 -3.91672 0.06253  -0.15
C 3.56673 -4.34881 -0.43522  -0.03
C 4.54837 -3.44450 -0.71656  -0.07
C 4.32349 -2.07062 -0.46670  -0.05
C 3.11306 -1.63883 -0.00977  -0.04
C 2.05767 -2.54399 0.20907  -0.19
N 0.82815 -2.06366 0.62033  0.05
H -4.49657 -0.79638 3.04352  0.10
H -3.84804 -3.09208 3.73115  0.10
H -1.79068 -4.09127 2.82629  0.10
H -3.10363 0.46776 1.49022  0.07
H -0.63867 -5.00568 1.30351  0.11
H 1.45285 -5.88498 0.34268  0.12
H 3.73628 -5.41156 -0.56817  0.11
H 5.50667 -3.77628 -1.09452  0.10
H 5.12347 -1.35687 -0.62581  0.11
H 2.94207 -0.60830 0.24324  0.05
C 2.86159 1.66823 -1.02816  -0.05
C 2.59715 0.61127 -2.05505  -0.32
C 3.53765 0.51114 -3.11046  -0.01
C 3.36363 -0.39930 -4.09489  0.00
C 2.21238 -1.20956 -4.08903  -0.16
C 1.96309 -2.11924 -5.14369  -0.04
C 0.81612 -2.85076 -5.14720  -0.08
C -0.11249 -2.69045 -4.10007  -0.12
C 0.10557 -1.82779 -3.05433  -0.58
S -1.13192 -1.68742 -1.82408  0.67
C 1.30176 -1.06081 -3.02200  -0.21
N 1.53396 -0.17782 -1.97604  0.05
H 3.73499 2.25299 -1.31795  0.09
H 3.05205 1.25857 -0.03835  0.00
H 2.01359 2.33760 -0.91525  0.06
H 4.39315 1.17348 -3.10464  0.11
H 4.08167 -0.50107 -4.90135  0.12
H 2.69191 -2.20648 -5.94034  0.11
H 0.60444 -3.54423 -5.95184  0.11
H -1.03870 -3.25237 -4.11311  0.10
C 5.91382 2.30379 2.43582  -0.08
C 4.87047 3.33733 2.08462  -0.32
O 3.94028 3.46744 3.17481  -0.42
P 2.33425 3.30433 2.99230  0.62
S 0.32010 1.11123 1.91801  0.06
S 2.33441 1.22974 2.44816  0.14
O 2.05938 3.94396 1.51146  -0.45
C 1.16899 5.07102 1.42924  -0.32
C 1.80448 6.33932 1.95553  -0.09
H 6.61005 2.17271 1.60293  0.08
H 5.43906 1.34341 2.64754  0.06
H 6.48334 2.60502 3.31593  0.08
H 4.33341 3.06488 1.17996  0.07
H 5.31849 4.31917 1.92994  0.12
H 0.24593 4.83396 1.96346  0.10
H 0.92653 5.16761 0.37170  0.11
H 1.94598 6.29136 3.03618  0.07
H 1.17326 7.20179 1.73195  0.08
H 2.77960 6.49416 1.48978  0.08